ORCA calculation (ωB97M-V/def2-TZVPD) on a molecular structure, C42H86Br27N11O11 in a non-equilibrium geometry.

Cartesian coordinates (Å):
C: -2.22683 -4.84636 1.96919
C: -1.69308 -5.30900 3.26505
O: -2.37610 -5.30402 4.27621
N: -0.41990 -5.75905 3.26820
C: 0.35731 -6.00848 4.46174
H: -1.47846 -4.26662 1.42886
H: -3.14924 -4.29584 2.15407
H: -2.39707 -5.63749 1.23896
H: 0.03292 -6.01712 2.40307
H: 0.69780 -7.03311 4.31236
H: -0.19766 -5.94583 5.39779
H: 1.31504 -5.49904 4.56816
C: -0.54670 -6.87840 -1.31451
C: 0.75376 -6.78284 -0.52540
O: 0.79401 -6.23314 0.59217
N: 1.85209 -7.31358 -1.12474
C: 3.21950 -7.34689 -0.63257
H: -0.25372 -7.22813 -2.30443
H: -0.86817 -5.85082 -1.48432
H: -1.23695 -7.46438 -0.70766
H: 1.74449 -7.65612 -2.06876
H: 3.36736 -6.95608 0.37416
H: 3.88218 -6.82705 -1.32447
H: 3.53182 -8.39077 -0.66192
C: -8.76957 2.93219 2.32164
C: -7.34426 2.34295 2.12842
O: -6.49809 3.02422 1.63372
N: -7.21443 1.08565 2.53574
C: -5.94297 0.34313 2.47055
H: -8.55816 3.95436 2.63559
H: -9.28526 2.45268 3.15364
H: -9.38944 2.98333 1.42652
H: -8.00082 0.58322 2.92209
H: -6.04250 -0.71483 2.71326
H: -5.20094 0.83843 3.09679
H: -5.57159 0.33280 1.44582
C: 5.80316 -0.23305 5.38960
C: 5.35268 1.21007 5.12912
O: 6.04225 2.19402 5.35315
N: 4.13882 1.26702 4.56097
C: 3.40794 2.44132 4.12224
H: 5.28098 -0.96230 4.77023
H: 5.61485 -0.46413 6.43805
H: 6.85219 -0.46212 5.20212
H: 3.66764 0.37379 4.57605
H: 4.04410 3.32629 4.10708
H: 2.45857 2.60193 4.63312
H: 3.03906 2.16786 3.13368
C: -4.83263 3.19337 -4.69048
C: -5.13512 3.04355 -3.26040
O: -5.28578 4.06252 -2.62224
N: -5.62746 1.88462 -2.85505
C: -6.14127 1.75947 -1.53643
H: -5.69305 2.92214 -5.30222
H: -3.99683 2.55927 -4.98621
H: -4.54767 4.22792 -4.88177
H: -5.56204 1.05296 -3.42440
H: -5.85435 0.82834 -1.04779
H: -7.23056 1.78345 -1.56744
H: -5.99475 2.55716 -0.80819
C: -2.97948 -0.29224 -3.81074
C: -3.73444 -0.19273 -5.06044
O: -4.81846 -0.71907 -5.12450
N: -3.13535 0.38433 -6.02545
C: -3.68670 0.59193 -7.33974
H: -2.06733 0.30358 -3.77767
H: -2.66299 -1.33387 -3.75653
H: -3.56645 -0.04618 -2.92586
H: -2.18017 0.66353 -5.85290
H: -4.70074 0.98879 -7.29137
H: -3.63616 -0.27664 -7.99635
H: -3.09476 1.41585 -7.73831
C: -2.30693 8.61798 0.51764
C: -2.49033 7.12287 0.74322
O: -1.59716 6.33525 0.91759
N: -3.75991 6.72616 0.86992
C: -4.16773 5.40653 1.29752
H: -1.48646 8.55333 -0.19703
H: -1.95853 8.98023 1.48485
H: -3.18337 9.17422 0.18513
H: -4.53339 7.29674 0.55965
H: -4.98862 5.43367 2.01411
H: -3.41332 4.66167 1.55082
H: -4.63714 4.93470 0.43431
C: 9.06718 -0.21232 -0.98708
C: 7.77402 0.24833 -1.60640
O: 6.87608 0.89058 -1.02149
N: 7.60852 -0.18229 -2.89413
C: 6.44342 0.04408 -3.71691
H: 9.79766 -0.52902 -1.73152
H: 8.81741 -1.15202 -0.49445
H: 9.55926 0.51173 -0.33769
H: 8.34951 -0.76959 -3.24924
H: 5.56249 -0.20762 -3.12640
H: 6.61841 -0.65101 -4.53808
H: 6.29342 1.03136 -4.15381
C: 1.08554 -2.20643 2.86151
C: 1.54428 -1.14064 3.87325
O: 2.56326 -1.35831 4.49174
N: 0.76905 -0.14196 4.22252
C: -0.30270 0.37538 3.37567
H: 1.53116 -3.18878 3.01807
H: 1.45209 -1.83702 1.90376
H: 0.00586 -2.34148 2.92607
H: 1.02150 0.47328 4.98268
H: -0.82190 1.13873 3.95519
H: -0.87228 -0.36721 2.81690
H: 0.02464 1.04632 2.58146
C: 3.45403 1.49062 -1.03509
C: 3.46145 0.64563 0.23945
O: 2.42055 0.24143 0.75214
N: 4.62869 0.13138 0.53677
C: 4.87382 -0.84751 1.55312
H: 3.14000 0.85900 -1.86608
H: 4.42333 1.78351 -1.43855
H: 2.84239 2.38919 -0.95410
H: 5.45419 0.48998 0.07845
H: 5.90988 -0.65920 1.83458
H: 4.82209 -1.84620 1.11947
H: 4.19070 -0.80451 2.40141
C: -1.01907 0.88412 -0.48724
C: -0.69048 -0.52720 -1.00664
O: -1.57524 -1.23865 -1.48071
N: 0.51355 -1.02826 -0.79531
C: 0.93288 -2.44104 -1.00192
H: -0.98148 0.96646 0.59899
H: -1.95903 1.30311 -0.84645
H: -0.28784 1.56506 -0.92282
H: 1.17777 -0.48568 -0.26190
H: 0.69958 -3.11099 -0.17436
H: 1.99889 -2.59205 -1.17197
H: 0.29504 -2.94607 -1.72732
C: -3.41024 -2.04996 3.76352
Br: -5.15830 -2.95484 4.03711
Br: -3.25221 -0.55864 5.05184
Br: -3.20692 -1.30870 1.82536
H: -2.52507 -2.67631 3.87427
C: -0.78793 5.42922 -2.28358
Br: -0.46612 7.40441 -2.25598
Br: 0.88393 4.36442 -2.17972
Br: -1.95953 4.99463 -3.87035
H: -1.33412 5.31674 -1.34703
C: 0.79139 3.04044 -6.86588
Br: 0.00219 2.34961 -5.21820
Br: 1.43962 4.95032 -6.77124
Br: -0.51370 2.98796 -8.33641
H: 1.67698 2.51922 -7.22943
C: 2.48641 5.49745 1.44855
Br: 2.55062 6.84063 0.02271
Br: 1.01961 4.24718 1.08058
Br: 2.01399 6.43858 3.08323
H: 3.46265 5.02503 1.55747
C: 6.54557 -3.74347 -2.59971
Br: 4.58782 -3.77788 -2.67858
Br: 7.26297 -5.44670 -3.41740
Br: 7.07313 -3.62946 -0.69126
H: 6.98040 -2.93286 -3.18445
C: 0.58378 -1.83310 -4.65193
Br: -0.04254 -1.10547 -6.37389
Br: 2.20654 -0.94557 -3.89628
Br: 0.85127 -3.76070 -4.94002
H: -0.19938 -1.70755 -3.90426
C: -1.30284 5.03851 4.07783
Br: -2.78482 3.67528 4.11477
Br: 0.26980 4.49738 5.19872
Br: -1.67963 6.78094 4.82220
H: -0.95409 5.18519 3.05560
C: -4.76580 -3.54941 -1.59718
Br: -4.47036 -5.24773 -2.66623
Br: -5.21243 -4.16040 0.27375
Br: -6.20236 -2.39818 -2.18932
H: -3.80908 -3.02712 -1.59367
C: 4.70395 -4.01690 3.31789
Br: 3.87664 -4.43698 1.51181
Br: 6.67782 -3.49763 3.07165
Br: 4.69856 -5.57810 4.55101
H: 3.99653 -3.31009 3.75158

## Properties
* total energy: -72580.25725 Eh
* E_HOMO: -8.99 eV
* Kohn-Sham gap: 8.02 eV
* LUMO: -0.97 eV
* largest force on an atom: 4.02 eV/A
* 2S+1: 1